# 1
DFT (ωB97M-V with the def2-TZVPD basis set) results for C20H58F2KNO32P6S3 as an isolated structure at a distorted geometry.

Each line ends with the Mulliken charge.
Geometry (Å):
1 K -4.706 2.144 -0.226  0.943
2 N -2.044 2.109 -0.369  -0.275
3 S -0.803 1.870 -1.282  0.994
4 O -0.714 0.557 -1.816  -0.634
5 O 0.409 2.675 -1.062  -0.561
6 F -1.383 2.702 -2.530  -0.420
7 S -1.192 1.710 1.020  1.034
8 O -0.998 2.876 1.882  -0.737
9 O -0.080 0.746 1.010  -0.166
10 F -2.386 1.014 1.802  -0.181
11 C 3.289 1.749 0.399  -0.485
12 O 4.232 2.807 0.354  -0.334
13 P 5.806 2.496 0.333  1.075
14 O 6.550 1.865 -0.834  -0.720
15 O 6.466 3.886 0.952  -0.303
16 C 7.758 4.209 0.468  -0.674
17 O 5.814 1.422 1.603  -0.342
18 C 5.585 1.917 2.917  -0.604
19 H 2.593 1.962 1.211  0.174
20 H 3.769 0.785 0.568  0.401
21 H 2.680 1.772 -0.504  0.095
22 H 7.831 4.389 -0.605  0.287
23 H 8.456 3.411 0.721  0.311
24 H 8.105 5.144 0.909  0.248
25 H 4.609 1.591 3.277  0.192
26 H 5.637 2.986 3.123  0.356
27 H 6.306 1.482 3.609  0.305
28 C -2.698 3.951 5.273  -0.488
29 O -4.104 3.800 5.099  -0.401
30 P -4.635 2.683 4.038  0.972
31 O -4.213 2.993 2.638  -0.431
32 O -4.183 1.289 4.669  -0.277
33 C -4.636 0.048 4.133  -0.505
34 O -6.277 2.717 4.326  -0.386
35 C -7.225 2.210 3.427  -0.376
36 H -2.374 3.243 6.036  0.257
37 H -2.487 4.995 5.503  0.279
38 H -2.071 3.849 4.387  0.150
39 H -3.753 -0.550 3.909  0.159
40 H -5.087 0.063 3.141  0.204
41 H -5.114 -0.611 4.858  0.330
42 H -6.741 2.115 2.455  0.040
43 H -8.052 2.920 3.424  0.252
44 H -7.539 1.204 3.706  0.266
45 C 0.414 -0.306 -5.891  -0.772
46 O -0.468 0.664 -6.334  -0.194
47 P 0.055 2.180 -6.316  0.672
48 O 1.403 2.356 -6.890  -0.725
49 O -1.181 2.968 -7.010  -0.332
50 C -0.737 4.033 -7.917  -0.746
51 O -0.041 2.616 -4.764  0.261
52 C 0.709 3.672 -4.406  -0.868
53 H 0.786 0.035 -4.925  0.315
54 H 1.122 -0.541 -6.686  0.325
55 H -0.059 -1.269 -5.698  0.233
56 H -0.778 3.567 -8.901  0.340
57 H 0.084 4.717 -7.701  0.295
58 H -1.610 4.676 -8.026  0.277
59 H 1.273 4.247 -5.141  0.441
60 H 1.507 3.470 -3.691  0.141
61 H -0.057 4.359 -4.045  0.354
62 C 2.131 -0.937 3.156  0.053
63 O 2.244 -1.475 4.452  -0.204
64 P 3.714 -1.646 5.187  0.914
65 O 4.677 -0.510 5.026  -0.659
66 O 3.291 -2.044 6.683  -0.307
67 C 3.952 -1.813 7.900  -0.737
68 O 4.305 -2.997 4.604  -0.280
69 C 3.552 -4.192 4.708  -0.484
70 H 1.764 -1.694 2.462  -0.177
71 H 3.042 -0.468 2.783  0.141
72 H 1.421 -0.110 3.144  0.124
73 H 3.406 -1.373 8.735  0.293
74 H 4.686 -1.009 7.851  0.291
75 H 4.440 -2.679 8.345  0.290
76 H 2.593 -4.100 5.218  0.332
77 H 4.114 -4.942 5.265  0.343
78 H 3.398 -4.687 3.749  0.050
79 C 2.348 -4.632 1.331  -0.716
80 O 3.439 -3.892 0.717  -0.294
81 P 3.145 -3.246 -0.715  0.392
82 O 2.827 -4.183 -1.848  -0.732
83 O 4.434 -2.249 -0.948  -0.328
84 C 4.506 -1.576 -2.161  -0.692
85 O 1.983 -2.180 -0.479  0.746
86 C 1.174 -1.598 -1.446  -1.025
87 H 1.919 -3.997 2.106  0.171
88 H 2.798 -5.535 1.744  0.389
89 H 1.584 -4.923 0.611  0.302
90 H 5.527 -1.428 -2.512  0.322
91 H 4.110 -0.564 -2.072  0.155
92 H 3.937 -2.021 -2.977  0.351
93 H 1.274 -2.137 -2.388  0.550
94 H 1.595 -0.606 -1.607  0.218
95 H 0.209 -1.501 -0.950  0.222
96 C -6.674 0.685 -3.799  -0.539
97 O -5.928 -0.547 -4.098  -0.362
98 P -4.744 -1.105 -3.105  0.445
99 O -4.599 -0.328 -1.854  -0.152
100 O -4.964 -2.739 -2.961  -0.316
101 C -5.403 -3.503 -4.011  -0.746
102 O -3.384 -1.085 -4.004  -0.201
103 C -3.000 0.177 -4.546  -0.174
104 H -7.456 0.473 -3.070  0.314
105 H -7.066 1.146 -4.705  0.278
106 H -6.089 1.440 -3.272  0.120
107 H -6.476 -3.694 -4.013  0.259
108 H -4.792 -4.399 -4.122  0.291
109 H -5.327 -2.967 -4.956  0.299
110 H -2.046 0.329 -4.041  -0.087
111 H -3.587 1.088 -4.424  0.273
112 H -2.708 0.014 -5.583  0.288
113 C -2.475 -4.331 -0.315  -0.346
114 C -1.083 -4.459 0.344  0.295
115 O -1.199 -4.036 1.634  -0.320
116 S -2.493 -3.002 1.865  0.791
117 O -2.142 -1.612 1.561  -0.143
118 O -3.221 -3.242 3.121  -0.606
119 O -3.314 -3.655 0.602  -0.322
120 H -2.891 -5.303 -0.583  0.313
121 H -2.388 -3.873 -1.300  0.222
122 H -0.331 -3.736 0.029  -0.379
123 H -0.588 -5.430 0.327  0.444

The value obtained for the largest force on an atom is 6.85 eV/Å. As for the LUMO energy: -0.925 eV. Its total charge is 0. Its frontier orbital gap is 8.8 eV. Its HOMO energy is -9.71 eV. The calculation puts the total energy at -7302.0180 Ha.


# 2
DFT (ωB97M-V with the def2-TZVPD basis set) results for a 9-piece molecular cluster, C20H59B4BrClO14P overall at a distorted geometry.

Each line ends with the Mulliken charge.
Geometry (Å):
1 C 0.471 -1.184 -0.161  -1.167
2 C -1.017 -0.890 -0.391  -0.510
3 C -1.964 -1.947 0.185  0.284
4 Cl -1.537 -2.382 1.874  -0.206
5 B -3.468 -1.500 0.142  0.140
6 O -4.127 -0.965 1.236  -0.503
7 B -5.475 -1.256 1.342  0.005
8 B -6.610 -0.354 2.292  1.210
9 O -7.690 -0.991 2.876  -0.598
10 O -6.431 0.977 2.512  -0.438
11 C -5.915 1.803 1.471  -0.737
12 O -5.891 -2.310 0.502  -0.159
13 B -5.505 -2.071 -0.810  0.170
14 P -6.915 -2.087 -2.143  -0.026
15 O -7.459 -3.649 -2.047  -0.478
16 Br -5.722 -2.170 -3.995  -0.167
17 O -4.210 -1.667 -1.028  -0.129
18 H 1.063 -0.912 -1.031  0.230
19 H 0.632 -2.248 0.017  0.359
20 H 0.866 -0.620 0.680  0.332
21 H -1.221 -0.810 -1.461  0.303
22 H -1.264 0.079 0.052  0.302
23 H -1.863 -2.861 -0.403  0.388
24 H -8.353 -1.258 2.226  0.292
25 H -4.826 1.839 1.504  0.219
26 H -6.316 2.802 1.622  0.312
27 H -6.238 1.465 0.484  0.338
28 H -7.603 -3.898 -1.121  0.322
29 C 5.174 1.291 -1.458  -0.355
30 C 3.731 0.830 -1.495  -0.529
31 O 3.382 0.041 -0.363  -0.314
32 H 5.846 0.431 -1.403  0.320
33 H 5.414 1.879 -2.345  -0.209
34 H 5.363 1.906 -0.578  0.203
35 H 3.548 0.200 -2.367  0.342
36 H 3.070 1.701 -1.557  0.298
37 H 3.512 0.568 0.437  0.165
38 C 8.090 3.332 2.174  -1.033
39 C 6.696 2.882 2.569  -0.285
40 O 6.258 1.755 1.820  -0.378
41 H 8.124 3.571 1.110  0.249
42 H 8.392 4.213 2.741  0.355
43 H 8.820 2.541 2.362  0.319
44 H 5.968 3.667 2.369  0.280
45 H 6.659 2.657 3.640  0.290
46 H 6.869 1.030 1.983  0.238
47 C -4.190 -4.814 4.256  -1.197
48 C -4.818 -3.473 4.579  0.004
49 O -3.937 -2.391 4.281  -0.464
50 H -3.260 -4.939 4.812  0.303
51 H -4.866 -5.631 4.513  0.395
52 H -3.955 -4.887 3.191  0.259
53 H -5.037 -3.387 5.642  0.368
54 H -5.759 -3.348 4.030  0.125
55 H -3.723 -2.411 3.343  0.028
56 C 3.007 -2.399 2.668  -0.923
57 C 3.918 -1.202 2.860  -0.192
58 O 3.235 0.031 2.660  -0.505
59 H 2.573 -2.380 1.668  0.135
60 H 3.557 -3.332 2.796  0.374
61 H 2.188 -2.385 3.392  0.304
62 H 4.721 -1.211 2.124  0.199
63 H 4.371 -1.219 3.858  0.378
64 H 2.516 0.094 3.296  0.261
65 C -5.021 1.190 6.198  -0.723
66 C -3.876 0.466 6.885  -0.204
67 O -3.919 -0.933 6.673  -0.442
68 H -5.978 0.804 6.550  0.255
69 H -4.983 2.263 6.394  0.387
70 H -4.977 1.039 5.116  0.014
71 H -3.927 0.612 7.965  0.285
72 H -2.916 0.872 6.541  0.257
73 H -3.861 -1.100 5.720  0.270
74 C 6.199 5.486 -3.379  -0.983
75 C 4.750 5.038 -3.379  -0.316
76 O 4.432 4.286 -2.210  -0.414
77 H 6.863 4.623 -3.309  0.226
78 H 6.446 6.043 -4.283  0.344
79 H 6.393 6.129 -2.516  0.345
80 H 4.547 4.378 -4.223  0.289
81 H 4.080 5.900 -3.461  0.298
82 H 4.589 4.847 -1.444  0.249
83 C -7.048 -2.011 -7.885  -0.864
84 C -6.345 -0.704 -8.197  -0.227
85 O -5.860 -0.057 -7.026  -0.485
86 H -7.876 -1.842 -7.197  0.220
87 H -7.435 -2.473 -8.795  0.335
88 H -6.361 -2.718 -7.412  0.241
89 H -7.034 0.003 -8.657  0.280
90 H -5.522 -0.875 -8.900  0.248
91 H -5.233 -0.649 -6.597  0.239
92 C 7.338 -0.463 -4.574  -0.877
93 C 8.239 0.689 -4.174  -0.233
94 O 7.670 1.941 -4.554  -0.525
95 H 7.166 -0.454 -5.651  0.292
96 H 7.773 -1.425 -4.298  0.325
97 H 6.366 -0.368 -4.083  0.190
98 H 9.202 0.626 -4.679  0.325
99 H 8.421 0.682 -3.094  0.247
100 H 6.824 2.011 -4.100  0.236

The value obtained for the largest force on an atom is 1.02 eV/Å. As for the LUMO energy: -0.212 eV. Its total charge is 0. Its frontier orbital gap is 8.9 eV. Its HOMO energy is -9.07 eV. The calculation puts the total energy at -5326.0441 Ha.


# 3
DFT (ωB97M-V with the def2-TZVPD basis set) results for a 9-piece molecular cluster, C20H59BF4N7O8 overall at a distorted geometry.

Each line ends with the Mulliken charge.
Geometry (Å):
1 B -2.795 5.189 -6.715  1.580
2 F -3.961 4.825 -6.112  -0.021
3 F -2.712 6.548 -6.823  -0.871
4 F -1.700 4.809 -6.027  -0.469
5 F -2.793 4.702 -8.023  -0.640
6 C -7.133 3.364 -3.286  -1.316
7 C -7.545 4.796 -3.677  0.362
8 C -6.359 5.573 -4.343  0.703
9 O -6.717 6.852 -4.788  -0.522
10 C -5.664 7.472 -5.640  -0.431
11 N -8.753 4.771 -4.565  -0.829
12 H -6.485 2.876 -4.014  0.193
13 H -7.898 2.595 -3.184  0.453
14 H -6.704 3.441 -2.287  0.309
15 H -7.858 5.361 -2.799  0.344
16 H -5.910 4.997 -5.153  -0.469
17 H -5.541 5.663 -3.628  -0.057
18 H -4.647 7.406 -5.255  -0.017
19 H -5.871 8.540 -5.706  0.399
20 H -5.795 6.954 -6.591  0.286
21 H -8.528 4.290 -5.424  0.235
22 H -8.947 5.702 -4.905  0.321
23 C 0.260 7.366 -2.207  -1.216
24 C -0.913 6.377 -1.927  0.237
25 C -2.210 7.077 -2.293  0.196
26 O -2.490 8.179 -1.460  -0.485
27 C -2.478 9.472 -2.162  -0.596
28 N -0.621 5.273 -2.744  -0.688
29 H 0.429 7.561 -3.266  0.069
30 H 1.191 6.908 -1.873  0.365
31 H 0.095 8.269 -1.620  0.393
32 H -0.987 6.180 -0.858  0.425
33 H -2.954 6.294 -2.145  0.168
34 H -2.197 7.310 -3.357  -0.086
35 H -1.540 9.614 -2.699  0.261
36 H -2.615 10.228 -1.389  0.241
37 H -3.343 9.490 -2.825  0.235
38 H -0.501 5.610 -3.689  0.206
39 H -1.348 4.574 -2.803  0.304
40 C 1.626 4.155 -13.360  -1.455
41 C 2.358 4.203 -12.024  0.530
42 C 1.575 4.287 -10.715  -0.639
43 O 0.811 5.508 -10.749  -0.433
44 C 0.157 5.797 -9.527  -0.395
45 N 3.199 3.002 -11.982  -0.738
46 H 1.036 5.069 -13.301  0.319
47 H 0.949 3.306 -13.456  0.332
48 H 2.245 4.137 -14.257  0.406
49 H 3.020 5.069 -12.050  0.240
50 H 2.301 4.274 -9.902  0.274
51 H 0.965 3.406 -10.516  0.325
52 H 0.821 5.743 -8.665  0.366
53 H -0.631 5.052 -9.413  0.026
54 H -0.179 6.833 -9.558  0.245
55 H 3.761 2.969 -12.821  0.262
56 H 3.822 3.267 -11.233  0.270
57 C 0.400 2.569 -6.772  -0.481
58 C -0.753 1.875 -7.579  0.668
59 O -0.338 1.427 -8.828  -0.579
60 H 0.954 3.209 -7.459  0.009
61 H 1.099 1.917 -6.250  0.392
62 H -0.057 3.227 -6.033  -0.152
63 H -1.420 2.711 -7.789  -0.487
64 H -1.235 1.068 -7.028  0.321
65 H -1.113 1.207 -9.351  0.316
66 C -2.343 1.524 -2.767  -1.487
67 C -2.634 2.487 -3.964  0.311
68 O -3.207 3.738 -3.532  -0.642
69 H -2.113 0.525 -3.137  0.463
70 H -3.229 1.289 -2.176  0.335
71 H -1.400 1.710 -2.254  0.319
72 H -3.179 2.008 -4.777  0.525
73 H -1.635 2.655 -4.368  -0.145
74 H -3.246 4.387 -4.238  0.089
75 C -4.352 6.573 -10.879  -0.939
76 C -3.148 7.550 -10.608  -0.037
77 O -3.108 7.893 -9.253  -0.586
78 H -5.241 6.854 -10.315  0.245
79 H -4.081 5.587 -10.500  0.134
80 H -4.464 6.491 -11.960  0.404
81 H -3.166 8.492 -11.157  0.404
82 H -2.276 7.043 -11.021  0.051
83 H -3.121 7.187 -8.603  0.189
84 C 0.152 8.222 -6.024  0.418
85 O 1.285 8.656 -6.041  -0.794
86 N -0.078 6.993 -6.222  0.135
87 N -0.958 8.893 -5.921  -0.105
88 H -0.991 6.569 -6.308  -0.115
89 H 0.680 6.392 -6.511  0.095
90 H -0.860 9.892 -5.804  0.235
91 H -1.778 8.501 -6.362  0.106
92 C -5.204 2.375 -8.872  0.479
93 O -5.791 1.374 -9.209  -0.730
94 N -5.779 3.401 -8.205  -0.204
95 N -3.908 2.337 -8.743  -0.115
96 H -6.765 3.388 -7.987  0.225
97 H -5.072 3.837 -7.631  -0.090
98 H -3.360 3.145 -8.484  0.270
99 H -3.502 1.485 -9.103  0.039

The value obtained for the largest force on an atom is 6.96 eV/Å. As for the LUMO energy: 2.528 eV. Its total charge is -1. Its frontier orbital gap is 9.0 eV. Its HOMO energy is -6.47 eV. The calculation puts the total energy at -2207.2188 Ha.